[1]
Entry from OMol25: the ion C5H6N with charge +1 at a distorted geometry (wB97M-V/def2-TZVPD).

Geometry as XYZ:
```
12
Properties=species:S:1:pos:R:3:forces:R:3:mulliken_charge:R:1
C 1.6496 0.9424 0.5546 0.2 0.2 1.0 -0.31
C 1.4913 -0.5799 -0.4186 10.3 -1.4 1.7 0.24
C -1.1772 0.4291 0.3454 2.1 0.5 1.1 -0.32
C -0.6709 0.7018 -0.9841 0.9 1.7 0.6 -0.44
C 0.4898 0.1734 -0.0217 -6.6 4.2 -0.9 0.32
N 2.7731 -0.5678 -0.2275 -6.9 0.1 -0.8 -0.32
H 1.4657 0.8367 1.6566 1.5 -0.3 -0.9 0.31
H 2.3034 1.8596 0.2455 -1.5 -2.0 -0.4 0.35
H -1.1610 1.3889 1.0256 -0.4 -2.5 -1.0 0.30
H -1.7594 -0.4887 0.5453 0.4 0.8 0.2 0.29
H -0.9634 0.1041 -1.8114 0.1 -0.7 -0.5 0.32
H -0.5406 1.7711 -1.2055 0.0 -0.6 -0.2 0.26
```
Positions in Å, forces in eV/Å.

Its net charge is +1. Its spin multiplicity is 1.



[2]
Entry from OMol25: the ion C5H6N with charge +1 at a distorted geometry (wB97M-V/def2-TZVPD).

Geometry as XYZ:
```
12
Properties=species:S:1:pos:R:3:forces:R:3:mulliken_charge:R:1
C 1.0530 -0.4690 -1.3043 1.1 -2.0 -1.3 -0.41
C -1.5441 0.1675 -1.5645 4.8 -1.0 1.5 0.44
C 0.6587 0.2131 1.2644 -0.8 1.2 1.2 0.14
C 0.6621 0.1514 -0.0694 0.7 -0.6 -2.0 -0.03
C -0.3962 -0.1045 -1.2033 -2.7 0.4 0.4 -0.53
N -0.4621 0.2908 2.0630 2.7 -0.1 -1.0 -0.34
H 1.3103 -0.0631 -2.2994 0.6 1.1 1.0 0.25
H 1.3118 -1.5787 -1.4736 -0.7 1.3 1.2 0.26
H -2.5143 0.2171 -1.7665 -3.7 0.4 -0.9 0.52
H 1.6912 0.4749 1.6461 -1.4 -0.7 0.1 0.31
H -0.4104 0.5349 3.0277 0.3 0.1 0.4 0.23
H -1.3600 0.1655 1.6798 -0.9 -0.2 -0.5 0.17
```
Positions in Å, forces in eV/Å.

Its net charge is +1. Its spin multiplicity is 1.



[3]
Entry from OMol25: a structure of composition C5H6N at a distorted geometry (wB97M-V/def2-TZVPD).

Geometry as XYZ:
```
12
Properties=species:S:1:pos:R:3:forces:R:3:mulliken_charge:R:1
C -0.5082 -1.0565 -0.1437 3.5 -2.1 0.8 -0.43
C -0.1915 -0.0512 0.9738 -2.0 -0.4 1.7 -0.36
C -0.0253 1.3617 -1.0677 -3.6 3.9 -1.5 -0.16
C 1.2848 0.8626 -0.9662 1.1 -2.9 -1.1 -0.24
C 0.1345 -0.0079 -0.9956 -0.3 -1.9 -1.5 0.22
N 0.5560 1.0269 0.1886 -0.8 2.2 3.1 -0.16
H 0.1532 -2.0022 -0.0855 -0.7 1.7 -0.1 0.25
H -1.4503 -1.4814 -0.3753 -1.3 0.7 -0.2 0.36
H -1.1426 0.5282 1.2520 1.6 -1.1 0.2 0.28
H 0.4546 -0.3659 1.8359 -0.9 0.2 -0.9 0.31
H -0.7003 2.1763 -1.3953 0.9 -0.7 0.3 0.43
H 2.2755 0.8113 -1.1856 2.5 0.4 -0.7 0.49
```
Positions in Å, forces in eV/Å.

Its net charge is +1. Its spin multiplicity is 1.



[4]
Entry from OMol25: a structure of composition C5H6N at a distorted geometry (wB97M-V/def2-TZVPD).

Geometry as XYZ:
```
12
Properties=species:S:1:pos:R:3:forces:R:3:mulliken_charge:R:1
C 0.6604 0.7217 0.5226 1.2 0.8 0.2 -0.13
C 1.6814 0.9437 -0.1198 -0.1 -0.4 0.4 -0.03
C 1.2982 -0.9457 -0.3521 1.3 0.7 1.1 0.01
C -0.4536 -0.1478 0.7865 -1.7 -0.7 -1.8 0.34
C -1.5837 0.2552 -0.1883 -1.0 -1.1 -1.0 -1.31
N 0.2790 -1.3177 0.2163 -2.0 -0.7 0.5 -0.29
H 2.5596 1.4919 -0.3213 0.6 0.2 -0.6 0.47
H 2.2164 -1.5082 -0.5861 -0.3 0.7 -0.5 0.42
H -0.8795 -0.3190 1.7641 0.6 0.0 0.4 0.37
H -2.2940 1.0535 -0.0390 0.5 0.6 1.0 0.39
H -2.2341 -0.5473 -0.4937 -0.5 -1.2 1.3 0.40
H -1.2501 0.3197 -1.1891 1.4 1.1 -1.0 0.36
```
Positions in Å, forces in eV/Å.

Its net charge is +1. Its spin multiplicity is 1.



no.,HOMO-LUMO gap (Eh),HOMO energy (eV),energy (eV)
1,0.3647,-15.3693,-6758.26641
2,0.2791,-13.6208,-6759.71109
3,0.4255,-15.8923,-6758.86202
4,0.3533,-15.9868,-6759.00510